# C4H8NO

The ion C4H8NO with charge -1 (the ωB97M-V functional and the def2-TZVPD basis, the Open Molecules 2025 dataset).

Computed properties:
net charge: -1
LUMO level: 4.3 eV
relative energy (zero: lowest compared OMol25 entry of this formula, charge and spin): 2.137 eV
largest force on an atom: 0.09498 Eh/bohr
SMILES string: C=C(C)N(C)[O-]

The geometry in XYZ format:
```
14
C4H8NO (the ωB97M-V functional and the def2-TZVPD basis)
C 0.843 1.301 -1.436
C 0.275 0.263 -0.804
C 1.216 -0.747 -0.086
N -1.061 -0.008 -0.880
C -1.892 0.045 0.752
O -1.887 0.754 -1.588
H 0.236 2.051 -1.907
H 1.896 1.540 -1.422
H 0.634 -0.864 0.797
H 2.208 -0.321 0.099
H 1.486 -1.730 -0.621
H -1.366 -0.639 1.266
H -1.851 1.119 0.969
H -2.960 -0.307 0.613
```

---

# C4H8NO

The ion C4H8NO with charge +1 (the ωB97M-V functional and the def2-TZVPD basis, the Open Molecules 2025 dataset).

Computed properties:
net charge: +1
LUMO level: -4.7 eV
relative energy (zero: lowest compared OMol25 entry of this formula, charge and spin): 0.000 eV
largest force on an atom: 0.04744 Eh/bohr
SMILES string: CC(=[NH2+])/C=C\O

The geometry in XYZ format:
```
14
C4H8NO (the ωB97M-V functional and the def2-TZVPD basis)
C -1.234 -0.507 -0.814
C 0.099 0.227 -0.752
N 0.447 1.036 -1.730
C 0.975 0.169 0.404
C 0.719 -0.306 1.652
O -0.505 -0.604 1.974
H -1.837 0.008 -0.067
H -1.157 -1.499 -0.345
H -1.646 -0.614 -1.797
H 0.048 1.000 -2.630
H 1.245 1.571 -1.544
H 1.963 0.432 0.291
H 1.468 -0.292 2.462
H -0.586 -0.622 2.896
```

---

Please write out number 1 again, unchanged.
# C4H8NO

The ion C4H8NO with charge -1 (the ωB97M-V functional and the def2-TZVPD basis, the Open Molecules 2025 dataset).

Computed properties:
net charge: -1
LUMO level: 4.3 eV
relative energy (zero: lowest compared OMol25 entry of this formula, charge and spin): 2.137 eV
largest force on an atom: 0.09498 Eh/bohr
SMILES string: C=C(C)N(C)[O-]

The geometry in XYZ format:
```
14
C4H8NO (the ωB97M-V functional and the def2-TZVPD basis)
C 0.843 1.301 -1.436
C 0.275 0.263 -0.804
C 1.216 -0.747 -0.086
N -1.061 -0.008 -0.880
C -1.892 0.045 0.752
O -1.887 0.754 -1.588
H 0.236 2.051 -1.907
H 1.896 1.540 -1.422
H 0.634 -0.864 0.797
H 2.208 -0.321 0.099
H 1.486 -1.730 -0.621
H -1.366 -0.639 1.266
H -1.851 1.119 0.969
H -2.960 -0.307 0.613
```

---

The lowest LUMO level belongs to which entry? number 2

---

What is the net charge in the second record? +1